1.
A structure of composition C40H70BCaClF3I2KN2O21PS in a non-equilibrium geometry. Source: the OMol25 dataset; level of theory: wB97M-V/def2-TZVPD.

CARTESIAN COORDINATES (ANGSTROEM)
C1 2.936 1.575 6.297
C2 2.137 0.595 5.619
C3 0.660 0.221 6.151
O1 0.470 -0.879 6.734
O2 -0.361 1.200 5.903
C4 -1.629 0.486 5.573
C5 -2.603 1.579 4.860
C6 -3.344 1.003 3.554
C7 -2.711 1.555 2.151
C8 -2.533 0.345 1.081
C9 -1.675 0.820 -0.231
C10 -0.160 0.313 -0.124
N1 0.371 0.276 1.300
C11 -0.398 -1.280 -0.471
C12 0.915 -2.148 -0.715
C13 1.773 -2.606 0.549
C14 1.243 -4.126 0.960
O3 1.440 -5.098 0.158
I1 0.167 -4.585 2.834
C15 1.696 -1.295 -1.889
C16 2.920 -2.252 -2.327
C17 3.083 -2.414 -3.951
C18 4.394 -3.375 -4.134
I2 3.851 -5.502 -3.861
N2 2.054 0.075 -1.394
P1 3.415 0.615 -2.447
C19 4.975 0.712 -1.311
O4 3.273 2.208 -3.044
C20 0.920 1.033 -1.126
C21 0.161 1.199 -2.563
C22 -0.602 2.530 -2.907
O5 0.039 3.483 -3.432
F1 -2.020 2.765 -2.761
C23 1.420 2.446 -0.440
C24 0.344 3.364 0.310
C25 2.722 2.382 0.467
C26 2.624 3.120 1.929
H1 4.083 1.537 6.284
H2 2.425 2.458 6.836
H3 2.625 0.083 4.709
H4 -2.048 0.123 6.586
H5 -1.394 -0.415 4.886
H6 -3.388 1.874 5.661
H7 -1.993 2.526 4.650
H8 -3.314 -0.142 3.584
H9 -4.446 1.329 3.616
H10 -1.728 2.081 2.416
H11 -3.439 2.351 1.761
H12 -2.034 -0.510 1.655
H13 -3.612 0.043 0.785
H14 -2.247 0.341 -1.125
H15 -1.869 1.931 -0.324
H16 -0.047 1.025 1.871
H17 0.041 -0.596 1.771
H18 -1.045 -1.403 -1.430
H19 -1.013 -1.811 0.354
H20 0.589 -3.118 -1.269
H21 1.629 -1.978 1.529
H22 2.919 -2.720 0.412
H23 0.975 -1.336 -2.781
H24 3.913 -2.088 -1.785
H25 2.614 -3.337 -2.021
H26 2.124 -2.914 -4.329
H27 3.337 -1.424 -4.468
H28 5.246 -3.094 -3.414
H29 4.757 -3.289 -5.214
H30 2.480 -0.144 -0.456
H31 4.684 0.190 -0.321
H32 5.309 1.792 -1.136
H33 5.752 0.050 -1.832
H34 4.134 2.695 -2.945
H35 0.866 1.037 -3.475
H36 -0.607 0.332 -2.686
H37 1.676 3.128 -1.352
H38 0.823 4.414 0.442
H39 -0.628 3.657 -0.306
H40 -0.018 3.029 1.346
H41 3.577 2.961 -0.075
H42 3.167 1.364 0.733
H43 2.556 4.257 1.708
H44 3.674 2.967 2.415
H45 1.759 2.730 2.566
C27 -7.858 3.974 1.796
C28 -8.112 3.157 0.551
C29 -6.766 2.501 0.323
O6 -6.162 2.328 1.614
C30 -6.920 3.076 2.577
H46 -8.765 4.226 2.349
H47 -7.348 4.907 1.530
H48 -8.868 2.394 0.757
H49 -8.448 3.748 -0.303
H50 -6.107 3.143 -0.272
H51 -6.850 1.532 -0.176
H52 -7.477 2.362 3.193
H53 -6.241 3.638 3.223
Cl1 -0.185 5.046 -1.271
K1 4.460 2.152 3.797
O7 5.208 -0.932 1.126
C31 6.265 -1.413 1.468
O8 7.163 -0.780 2.265
C32 8.344 -1.584 2.381
C33 7.901 -2.989 2.052
C34 6.794 -2.755 1.048
H54 9.092 -1.208 1.677
H55 8.743 -1.508 3.394
H56 8.709 -3.618 1.677
H57 7.489 -3.467 2.947
H58 7.179 -2.683 0.027
H59 6.021 -3.521 1.115
O9 -1.028 0.446 9.596
S1 -2.089 -0.577 9.526
O10 -1.538 -1.889 9.914
O11 -2.611 -0.650 8.146
O12 -3.180 -0.212 10.450
O13 3.320 -8.370 -6.143
H60 2.533 -8.972 -6.184
H61 3.252 -7.737 -5.376
H62 3.450 -7.888 -6.998
B1 -2.393 6.505 -5.756
O14 -3.492 5.860 -5.016
C35 -3.582 6.463 -3.830
O15 -4.389 6.172 -2.977
C36 -2.566 7.512 -3.737
O16 -2.382 8.245 -2.793
O17 -1.857 7.549 -4.865
F2 -2.893 7.096 -6.968
F3 -1.371 5.542 -6.063
Ca1 2.544 -2.741 2.942
C37 -11.442 1.802 0.465
O18 -12.002 0.833 -0.043
O19 -11.162 1.916 1.680
O20 -11.066 2.822 -0.154
C38 -0.275 -5.570 -6.951
C39 -0.721 -6.652 -5.980
C40 -1.117 -6.061 -4.637
O21 0.343 -7.588 -5.792
H63 0.601 -5.037 -6.567
H64 0.018 -6.011 -7.909
H65 -1.074 -4.846 -7.130
H66 -1.566 -7.200 -6.404
H67 -0.270 -5.544 -4.172
H68 -1.423 -6.850 -3.945
H69 -1.941 -5.351 -4.745
H70 1.095 -7.112 -5.417

## Properties
- LUMO energy: -2.51 eV
- Charge: -1
- Gap between HOMO and LUMO: 0.8 eV
- Calculated total energy: -6652.0206 Eh
- 2S+1: 1

=====

2.
A cluster of 10 separate species, C40H72BrN2O14P in total in a non-equilibrium geometry. Source: the OMol25 dataset; level of theory: wB97M-V/def2-TZVPD.

CARTESIAN COORDINATES (ANGSTROEM)
C1 2.987 0.240 -1.444
C2 2.159 0.209 -0.406
C3 1.299 0.457 0.966
C4 0.738 1.950 0.748
C5 -0.467 2.396 1.725
C6 -0.068 3.422 2.902
O1 0.210 2.775 4.189
C7 -1.035 2.543 4.925
C8 0.290 -0.783 1.169
N1 -0.922 -0.439 0.364
C9 -2.043 -0.857 0.898
O2 -3.140 -0.923 1.542
C10 0.275 -0.807 2.775
O3 -0.549 -1.196 3.648
O4 1.574 -0.295 3.220
C11 2.405 0.141 2.100
N2 3.538 1.076 2.335
C12 3.182 2.238 3.208
C13 4.617 2.920 3.651
P1 3.369 -1.443 1.499
O5 2.557 -2.870 2.014
Br1 5.301 -1.406 2.733
H1 3.435 0.489 -2.472
H2 0.306 1.979 -0.338
H3 1.632 2.700 0.721
H4 -1.244 2.953 1.053
H5 -1.053 1.525 2.207
H6 -1.003 4.099 3.094
H7 0.768 4.150 2.574
H8 -0.822 1.820 5.802
H9 -1.886 2.121 4.275
H10 -1.410 3.532 5.412
H11 0.615 -1.798 0.699
H12 4.020 1.353 1.464
H13 2.643 3.074 2.601
H14 2.651 1.968 4.187
H15 4.606 4.052 3.370
H16 5.439 2.449 2.987
H17 4.858 2.745 4.760
H18 2.643 -2.963 2.998
C14 -2.631 -0.016 -2.816
C15 -2.921 -0.565 -4.188
C16 -3.175 -2.045 -4.302
O6 -2.948 0.160 -5.168
H19 -2.468 1.063 -2.885
H20 -3.482 -0.199 -2.155
H21 -1.729 -0.481 -2.412
H22 -4.050 -2.319 -3.708
H23 -2.297 -2.600 -3.965
H24 -3.369 -2.299 -5.348
C17 7.716 0.208 -1.444
C18 6.602 1.204 -1.627
C19 6.663 2.094 -2.838
O7 5.686 1.284 -0.824
H25 7.542 -0.366 -0.530
H26 7.741 -0.481 -2.291
H27 8.671 0.731 -1.353
H28 6.641 1.486 -3.745
H29 7.571 2.700 -2.809
H30 5.797 2.761 -2.842
C20 -5.371 0.436 0.774
C21 -5.441 1.898 0.414
C22 -6.699 2.644 0.768
O8 -4.509 2.457 -0.144
H31 -4.410 0.035 0.460
H32 -5.464 0.314 1.855
H33 -6.163 -0.112 0.262
H34 -6.854 2.622 1.848
H35 -7.552 2.197 0.255
H36 -6.604 3.685 0.448
C23 -3.366 2.696 8.430
C24 -3.438 4.157 8.070
C25 -4.700 4.897 8.426
O9 -2.510 4.718 7.513
H37 -2.400 2.293 8.114
H38 -3.459 2.575 9.511
H39 -4.159 2.148 7.917
H40 -4.852 4.873 9.508
H41 -5.552 4.446 7.913
H42 -4.611 5.938 8.108
C26 9.701 -0.559 -6.258
C27 8.287 -0.693 -5.758
C28 7.474 -1.850 -6.273
O10 7.817 0.107 -4.963
H43 10.165 0.319 -5.801
H44 10.278 -1.444 -5.981
H45 9.701 -0.431 -7.342
H46 7.951 -2.791 -5.996
H47 7.374 -1.780 -7.358
H48 6.476 -1.818 -5.827
C29 5.783 -3.196 -2.306
C30 5.508 -3.750 -3.678
C31 5.255 -5.230 -3.790
O11 5.491 -3.028 -4.662
H49 5.947 -2.118 -2.377
H50 4.926 -3.377 -1.653
H51 6.681 -3.660 -1.891
H52 4.374 -5.502 -3.203
H53 6.129 -5.784 -3.441
H54 5.071 -5.488 -4.836
C32 -8.991 -1.815 2.489
C33 -9.065 -0.355 2.130
C34 -10.328 0.383 2.487
O12 -8.137 0.208 1.572
H55 -8.026 -2.218 2.172
H56 -9.084 -1.938 3.570
H57 -9.784 -2.364 1.976
H58 -10.480 0.358 3.568
H59 -11.179 -0.069 1.974
H60 -10.240 1.425 2.169
C35 11.462 -4.035 -8.986
C36 10.048 -4.166 -8.484
C37 9.234 -5.323 -8.999
O13 9.581 -3.365 -7.691
H61 11.928 -3.157 -8.531
H62 12.038 -4.920 -8.709
H63 11.461 -3.908 -10.071
H64 9.711 -6.265 -8.722
H65 9.134 -5.253 -10.085
H66 8.237 -5.291 -8.553
C38 -15.199 0.022 2.478
C39 -13.976 -0.309 3.292
C40 -13.753 0.474 4.558
O14 -13.196 -1.178 2.938
H67 -15.230 -0.621 1.594
H68 -16.099 -0.155 3.071
H69 -15.158 1.063 2.152
H70 -14.588 0.318 5.244
H71 -13.647 1.536 4.324
H72 -12.835 0.129 5.040

## Properties
- SMILES string: C#C[C@@]1(CCCOC)[C@H](N=C=O)C(=O)O[C@@]1(NCC)P(O)Br.CC(C)=O.CC(C)=O.CC(C)=O.CC(C)=O.CC(C)=O.CC(C)=O.CC(C)=O.CC(C)=O.CC(C)=O
- LUMO energy: 0.43 eV
- Gap between HOMO and LUMO: 8.4 eV
- Calculated total energy: -5645.2785 Eh
- 2S+1: 1